Record 1
96
Properties=species:S:1:pos:R:3:mulliken_charge:R:1 method="wB97M-V/def2-TZVPD" de_lowest_kj_mol=115.27 e_lumo_ev="-0.297 / -0.294" spin_multiplicity=1
H -12.78 -11.86 -9.50 0.28
H -10.48 -16.34 -9.72 0.23
F -6.46 -16.91 -14.76 -0.17
N -7.24 -15.05 -12.68 -0.33
C -7.66 -19.85 -20.92 -0.51
C -12.52 -13.68 -10.75 0.07
C -7.02 -17.97 -22.30 0.58
H -3.85 -15.00 -17.81 0.44
C -12.31 -12.89 -9.55 -0.61
C -6.80 -18.75 -21.16 -0.25
C -7.68 -12.41 -11.77 0.45
H -18.04 -17.08 -14.82 0.46
Br -10.06 -21.35 -21.49 -0.21
C -14.28 -13.47 -18.63 -0.29
Ba -9.27 -16.05 -15.05 1.85
H -10.47 -15.84 -20.23 0.41
H -8.90 -15.76 -22.08 0.32
C -12.90 -15.10 -13.44 -1.65
C -15.98 -16.49 -14.96 -0.36
C -13.58 -14.74 -16.31 0.79
O -8.11 -13.31 -14.15 -0.64
F -4.96 -17.96 -13.56 -0.23
C -12.80 -17.43 -11.74 0.69
N -6.17 -16.80 -22.64 -0.65
C -8.98 -15.69 -18.75 0.51
H -15.98 -17.88 -10.42 0.40
H -12.83 -14.79 -19.70 0.31
C -13.00 -15.09 -17.55 -0.84
H -14.98 -13.42 -15.31 0.42
C -6.65 -15.37 -19.60 0.75
H -8.18 -17.88 -24.29 0.33
H -13.07 -13.22 -11.62 0.31
H -14.44 -12.71 -19.48 0.25
O -5.77 -12.88 -13.34 -0.57
H -15.57 -12.32 -17.47 0.43
C -14.44 -18.24 -14.51 -0.38
O -11.86 -16.63 -15.37 -0.79
H -10.25 -14.85 -7.80 0.38
C -11.82 -14.88 -10.78 0.58
C -10.88 -14.54 -8.60 -0.29
C -14.65 -16.93 -14.84 0.31
F -6.99 -12.57 -10.62 -0.23
H -5.66 -14.68 -16.06 0.54
S -6.11 -16.03 -12.15 1.04
C -14.11 -17.16 -11.21 -0.73
H -13.48 -18.58 -14.35 0.70
C -15.00 -18.15 -10.84 -0.65
C -5.47 -16.75 -13.79 0.54
H -4.48 -15.46 -20.06 0.54
P -13.13 -15.90 -15.03 1.09
C -11.05 -15.34 -9.68 -0.66
H -7.49 -20.51 -20.09 0.46
C -8.71 -19.43 -23.03 -0.17
H -13.85 -14.94 -13.05 0.88
C -14.82 -13.06 -17.42 -0.97
O -10.45 -15.97 -12.74 -0.16
H -9.47 -19.73 -23.81 0.30
C -13.27 -19.75 -11.39 -0.57
C -17.02 -17.40 -14.78 -0.83
C -7.16 -15.65 -20.92 -0.17
O -6.77 -17.19 -11.69 -0.63
F -7.53 -11.19 -12.16 -0.20
H -15.20 -20.17 -14.14 0.52
O -9.82 -15.98 -17.76 -0.55
F -8.96 -12.66 -11.66 -0.16
C -11.50 -13.27 -8.51 -0.66
C -5.26 -15.33 -19.36 -0.80
N -7.23 -15.15 -17.25 -0.18
S -7.04 -13.47 -13.13 1.14
F -4.48 -15.98 -14.37 -0.22
H -16.33 -15.53 -15.28 0.31
C -4.90 -15.07 -18.03 -1.10
H -12.42 -14.10 -13.66 0.78
O -4.97 -15.36 -11.61 -0.59
H -11.41 -12.84 -7.52 0.43
H -11.35 -18.91 -12.07 0.63
H -14.41 -16.14 -11.18 0.37
C -8.60 -20.16 -21.84 -0.02
P -11.85 -15.92 -12.22 0.30
H -17.54 -19.41 -14.56 0.43
H -15.23 -20.25 -10.65 0.44
C -5.95 -14.90 -17.08 -0.19
C -8.01 -18.33 -23.27 -0.55
C -7.62 -15.36 -18.53 -0.34
C -15.42 -19.16 -14.37 -1.01
C -13.36 -14.52 -18.77 -0.55
C -8.49 -15.84 -21.05 0.26
C -16.73 -18.73 -14.50 -0.51
H -12.99 -20.81 -11.34 0.36
N -6.19 -15.79 -21.96 -0.32
C -9.42 -15.80 -20.03 -0.73
C -14.51 -13.72 -16.24 -0.31
H -12.15 -15.76 -17.52 0.33
H -6.06 -18.45 -20.41 0.42
C -14.57 -19.43 -10.89 -0.44
C -12.33 -18.72 -11.73 -0.37

Record 2
147
Properties=species:S:1:pos:R:3:mulliken_charge:R:1 method="wB97M-V/def2-TZVPD" e_lumo_ev=-0.180 total_charge=-1 spin_multiplicity=1
H 3.20 -4.10 -0.75 0.41
H -3.92 4.34 0.21 0.40
C 0.66 2.23 -4.68 -0.82
C 4.76 3.09 0.32 -0.67
C 0.37 -0.33 -1.97 0.02
H -6.58 -2.46 -4.01 0.38
H -3.29 -2.16 7.53 0.49
H 6.88 -6.91 0.78 0.44
H -6.10 0.35 -3.97 0.26
S -4.43 1.06 -7.43 1.06
Cl -1.54 -2.83 -0.21 -0.78
H -7.18 -0.97 -1.43 0.27
O -5.47 0.08 -7.48 -0.69
H 3.11 5.49 -3.38 0.48
H 4.68 -2.28 0.29 0.22
N -4.75 -0.74 -2.61 0.60
F -4.37 1.22 -5.82 -0.19
C 1.47 0.05 0.82 -1.27
C -4.18 2.18 -0.01 -0.54
C -6.80 -1.88 -1.89 -0.65
H 7.48 -6.04 3.69 0.38
N 2.01 3.26 5.74 -0.41
N 0.34 0.82 -1.22 1.09
H 0.27 -1.29 -1.48 0.39
H 5.74 2.62 0.26 0.30
H -1.66 -0.57 2.20 -0.65
H -3.72 0.07 -0.17 0.18
N 6.11 -5.73 2.38 0.16
N 5.15 -0.17 -4.51 -0.43
H 6.45 4.32 -4.22 0.25
C -3.83 -2.86 6.90 -0.64
H 1.39 1.71 -5.31 0.34
H -7.35 -2.80 -1.69 0.39
N 0.59 1.46 -3.43 0.70
H 0.35 1.88 0.62 0.27
F 5.00 -2.43 -4.76 -0.40
C -4.54 -4.01 7.61 -0.75
H -1.60 -0.80 7.13 0.39
H -4.74 3.75 -1.30 0.36
H -5.20 -4.73 5.77 0.32
C -6.84 -1.57 -3.43 -0.81
H 2.34 -0.12 0.19 0.34
H 2.39 -4.42 0.57 0.44
H -5.83 0.70 -1.53 0.28
H 0.50 -0.66 -4.11 0.23
C -3.96 3.57 -0.57 -1.20
H -5.20 2.10 0.35 0.38
H 6.62 -7.50 3.18 0.30
H -3.73 -3.37 4.82 0.49
H -5.27 -1.14 -4.68 0.23
H 4.96 -4.11 3.32 0.35
H -4.81 -2.78 -2.13 0.41
C -5.22 -1.86 -1.72 -0.44
H -0.35 2.38 -5.06 0.29
H -0.68 -2.36 6.48 0.31
C 0.47 1.85 -2.16 -0.37
H 2.39 -2.68 -0.18 0.08
C -2.25 0.35 3.96 -0.04
N 4.65 3.97 -0.83 0.39
O 4.09 1.03 -2.32 -0.25
H -3.04 0.74 3.31 0.23
O 2.43 4.47 3.51 -0.55
C 3.74 5.06 -2.60 -0.29
H 2.54 4.50 -0.83 0.54
H -3.34 -0.30 5.95 0.64
H 6.56 4.01 -1.52 0.29
C -3.02 -0.55 4.94 -1.00
H -3.75 -4.72 7.82 0.35
F 0.65 3.83 7.67 -0.32
C -5.59 -4.68 6.78 -1.05
H -2.96 3.63 -1.01 0.14
H -4.88 -1.75 -0.69 0.22
S 5.25 0.87 -3.24 1.07
C 5.69 -4.99 0.34 -0.40
H -3.91 -0.82 4.37 0.30
H 5.72 -4.82 -0.73 0.50
H 6.64 7.35 -3.66 0.31
H -2.88 1.08 -1.36 -0.31
N -2.18 -1.76 5.15 0.62
C 4.22 -3.04 0.91 -0.33
H -0.69 -2.56 3.76 0.34
S 4.46 -1.23 -3.74 1.07
C -1.36 -0.51 3.24 1.44
H 4.93 3.72 1.19 0.43
O 3.03 -1.33 -3.96 -0.44
C 7.00 6.33 -3.60 -1.15
H -0.42 -0.76 6.02 0.41
H -0.65 0.48 0.36 -0.28
C -5.74 -0.67 -3.82 -0.14
O 0.12 5.00 5.58 -0.59
H -5.87 -5.59 7.31 0.36
C -3.83 0.90 -0.87 0.67
O -4.82 2.42 -7.73 -0.52
O -2.16 2.51 -6.55 -0.63
H 0.45 2.88 -1.82 0.31
H 1.18 3.16 -4.46 0.20
H -4.68 -2.24 6.60 0.28
S 0.61 3.70 6.04 0.94
H -0.33 -0.17 3.24 -0.27
H 5.85 -6.53 4.37 0.32
H 3.92 -2.54 1.83 0.26
C 6.50 -6.47 3.50 -0.85
O 6.54 1.02 -2.53 -0.68
C -3.01 -3.08 5.58 -0.61
H -4.78 1.50 -2.72 0.67
C -4.85 0.70 -1.99 -1.36
C 6.31 -6.03 1.04 -0.39
O -0.41 2.62 5.91 -0.57
H -3.11 -1.53 -3.95 0.49
H 1.91 0.46 1.73 0.30
C -3.32 -0.76 -3.21 -1.03
H -6.38 -3.93 6.78 0.27
H 7.60 6.05 -2.73 0.35
O 0.76 2.69 3.33 -0.25
F 2.91 2.13 3.84 -0.30
H -7.80 -1.14 -3.75 0.36
H -4.87 -3.87 8.63 0.38
F -0.63 1.26 -7.83 -0.26
C 2.92 -3.57 0.16 -0.97
C 5.41 -4.54 2.44 -0.24
H 3.89 2.44 0.35 0.14
C 0.49 0.03 -3.28 -1.53
S 1.86 3.31 4.07 1.02
H -2.33 -2.33 3.12 0.37
C -1.57 -1.91 3.79 -1.27
H 7.75 6.26 -4.39 0.41
Cl -0.17 -1.73 -6.50 -0.87
H -2.51 -0.82 -2.48 -0.02
O -2.23 2.56 -9.02 -0.67
O 5.10 -1.66 -2.52 -0.59
H -3.43 2.13 0.79 0.15
H -3.23 0.21 -3.71 0.54
C -1.22 -1.43 6.33 -0.99
H -1.71 1.12 4.52 -0.06
N -2.84 0.34 -7.72 -0.28
C 5.96 5.25 -3.94 -0.45
H 1.08 -0.96 0.98 0.52
H 5.34 5.57 -4.77 0.43
Cl -0.28 4.84 -0.09 -0.77
C 3.50 4.47 -1.33 -0.68
S -2.16 1.75 -7.80 1.18
F 5.13 2.32 -3.99 -0.31
C 5.55 4.37 -1.69 -0.52
N 5.14 -4.04 1.19 0.32
H -2.22 -3.83 5.67 0.32
N 5.10 5.01 -2.81 0.31
C 0.35 0.88 0.21 -0.03

Listing E for the structures above in their given order: -191639.92450 -198350.40578 eV.
Listing max |F| for the structures above in their given order: 3.83 10.41 eV/A.